C3H5Cl | ωB97M-V with the def2-TZVPD basis set

Computed properties:
**Structure (SMILES)**: C=C(C)Cl

```
9
Properties=species:S:1:pos:R:3:forces:R:3:mulliken_charge:R:1
C 0.03885 1.34633 -0.03147 1.8 -3.5 -1.0 -0.90
C 0.37805 0.03426 -0.20111 1.4 4.2 1.0 0.56
C -0.52142 -1.07871 -0.00409 1.0 -1.1 -1.9 -0.93
Cl 2.16977 -0.19386 -0.01988 -1.0 -0.5 -0.7 -0.23
H -0.84823 1.77395 0.26114 -2.4 0.3 0.1 0.30
H 0.82425 2.00769 -0.12986 1.5 1.5 0.1 0.30
H -1.40257 -0.80017 -0.55948 -0.7 -0.5 0.3 0.31
H -0.56278 -1.06008 1.03447 -1.1 -0.8 2.0 0.28
H -0.07592 -2.02940 -0.34972 -0.5 0.4 0.1 0.31
```
Positions in Å, forces in eV/Å.


C3H5Cl2F | ωB97M-V with the def2-TZVPD basis set

Computed properties:
**Structure (SMILES)**: C[C@](F)(Cl)CCl

```
11
Properties=species:S:1:pos:R:3:forces:R:3:mulliken_charge:R:1
C 0.04806 1.33352 0.49204 0.8 -1.0 -1.0 -1.24
C 0.33451 -0.18981 0.33571 -0.8 0.3 -0.7 0.67
F -0.13268 -0.76041 1.46254 0.0 -0.3 1.2 -0.24
Cl 2.08876 -0.50116 0.21620 0.0 0.0 0.0 -0.18
C -0.42375 -0.94443 -0.82133 -0.8 1.4 0.6 -0.53
Cl -0.60201 -2.68897 -0.46249 -0.1 0.6 -0.1 -0.16
H -1.02459 1.46887 0.62595 0.1 0.1 0.4 0.34
H 0.70272 1.75435 1.27266 -0.7 -0.3 -0.1 0.35
H 0.33745 1.82303 -0.43162 0.0 0.2 -0.2 0.34
H 0.09169 -0.89884 -1.76269 0.3 0.3 -0.3 0.35
H -1.42015 -0.39613 -0.92695 1.1 -1.2 0.2 0.29
```
Positions in Å, forces in eV/Å.


C3H5Cl2F | ωB97M-V with the def2-TZVPD basis set

Computed properties:
**Structure (SMILES)**: F[C@@H](Cl)CCCl

```
11
Properties=species:S:1:pos:R:3:forces:R:3:mulliken_charge:R:1
F -2.25228 0.46289 0.74012 -1.6 0.1 -0.4 -0.24
C -1.11153 0.51797 0.00031 -0.1 -0.1 0.8 0.21
Cl -0.19771 1.72804 0.95084 1.3 -0.5 0.1 -0.19
C -0.73695 -0.99270 -0.09780 3.5 0.2 1.3 -0.52
C 0.72551 -1.53011 0.00094 0.6 -1.3 -1.8 -0.61
Cl 1.86730 -0.90505 -1.26760 -0.2 0.4 0.1 -0.21
H -1.24215 1.13176 -0.91396 -0.2 -1.3 0.1 0.24
H -1.04089 -1.40673 -1.00092 -1.0 -0.2 -1.9 0.36
H -1.10376 -1.68626 0.65218 -1.2 0.9 0.6 0.26
H 0.67218 -2.61646 -0.33601 -0.2 1.2 0.7 0.31
H 1.33999 -1.55019 0.90177 -0.8 0.6 0.3 0.37
```
Positions in Å, forces in eV/Å.


C3H5Cl2N | ωB97M-V with the def2-TZVPD basis set

Computed properties:
**Structure (SMILES)**: ClC1(Cl)CNC1

```
11
Properties=species:S:1:pos:R:3:forces:R:3:mulliken_charge:R:1
Cl -2.47950 -0.18017 -0.01157 -0.7 -0.5 0.1 -0.18
C -0.85671 0.38274 -0.01586 1.9 -0.8 -0.5 0.58
Cl -0.79954 2.11716 -0.05991 -0.3 1.1 -0.2 -0.18
C 0.18896 -0.07220 1.02392 -0.2 0.4 0.6 -0.62
N 1.20412 0.08614 -0.04332 0.8 -1.1 1.2 -0.43
C 0.20789 -0.22950 -1.04048 -1.5 2.2 -0.3 -0.60
H 0.02436 -1.10576 1.35393 0.0 0.0 -0.2 0.28
H 0.33240 0.56704 1.90057 -0.1 0.0 -0.2 0.31
H 1.91387 -0.62918 0.08616 0.2 0.2 -0.4 0.24
H 0.29408 0.31177 -1.98648 0.1 -0.1 0.1 0.30
H -0.02992 -1.24804 -1.20696 -0.1 -1.3 -0.1 0.30
```
Positions in Å, forces in eV/Å.


C3H5Cl2N | ωB97M-V with the def2-TZVPD basis set

Computed properties:
**Structure (SMILES)**: ClCCl.CC#N

```
11
Properties=species:S:1:pos:R:3:forces:R:3:mulliken_charge:R:1
Cl -1.36436 -0.72123 -2.18782 0.2 0.0 0.1 -0.16
C 0.39547 -0.48315 -2.11648 -0.1 1.7 0.2 -0.17
Cl 1.21857 -1.01998 -3.53077 0.4 -0.5 -1.0 -0.15
H 0.60882 0.60338 -2.02875 -0.4 -0.8 0.1 0.26
H 0.81442 -0.98697 -1.27686 0.0 -0.4 0.6 0.21
C -0.71207 0.32376 2.04048 -0.7 -0.7 -0.8 -0.77
C 0.62973 0.46831 1.54537 -1.5 -0.2 1.6 0.33
N 1.66215 0.83501 1.27828 2.6 0.4 -1.1 -0.37
H -0.92455 0.81839 2.97440 0.4 -0.1 0.5 0.32
H -1.07029 -0.70922 1.99793 0.1 0.2 0.3 0.26
H -1.25788 0.87170 1.30421 -1.0 0.3 -0.5 0.25
```
Positions in Å, forces in eV/Å.


C3H5Cl2N | ωB97M-V with the def2-TZVPD basis set

Computed properties:
**Structure (SMILES)**: C=CC(N)(Cl)Cl

```
11
Properties=species:S:1:pos:R:3:forces:R:3:mulliken_charge:R:1
C 0.49763 0.98783 -1.37349 0.2 0.1 -0.3 -0.65
C 0.33200 1.05163 -0.08018 -1.9 -3.0 2.5 -0.30
C -0.42115 -0.29221 0.82969 2.0 3.1 -2.0 0.46
N -0.33293 -1.44658 0.07104 -0.1 -0.5 -0.3 -0.53
Cl -2.09907 0.13145 1.14566 -0.2 0.0 0.1 -0.15
Cl 0.46477 -0.35047 2.42541 -0.1 0.0 -0.1 -0.22
H 0.92987 1.82244 -1.90272 0.1 0.1 -0.1 0.27
H 0.21655 0.12983 -1.95797 -0.1 -0.2 -0.1 0.31
H 0.55271 1.86943 0.58045 0.1 0.2 0.1 0.32
H -0.74882 -2.26203 0.50379 0.0 0.1 0.0 0.22
H 0.60844 -1.64132 -0.24168 0.0 0.0 0.1 0.25
```
Positions in Å, forces in eV/Å.


C3H5Cl2N2 | ωB97M-V with the def2-TZVPD basis set

Computed properties:
**Total charge**: +1

```
12
Properties=species:S:1:pos:R:3:forces:R:3:mulliken_charge:R:1
C -1.54736 0.15652 -0.06679 3.1 0.7 0.4 -0.04
C 0.73428 -0.60283 0.44120 -2.0 -0.3 -0.5 -0.01
C 1.29475 0.39937 -0.47044 -0.2 0.7 -0.7 -0.06
N -0.66079 -0.90341 0.15177 0.6 0.9 -1.1 -0.22
N -1.04459 1.31452 -0.20158 3.3 -3.8 0.2 -0.48
Cl 1.95501 -1.77637 -0.08231 0.2 -1.0 -0.3 -0.05
Cl 2.34597 1.55828 0.07868 -0.4 -0.4 -0.5 0.07
H -2.56458 -0.04230 -0.11153 -1.9 -0.8 0.2 0.47
H 0.85336 -0.56617 1.49383 0.6 1.0 0.9 0.45
H 1.22131 0.13549 -1.58495 -0.1 0.9 1.7 0.39
H -0.97705 -1.73800 0.56735 -0.7 -1.0 0.3 0.25
H -1.61031 2.06491 -0.21522 -2.6 3.1 -0.5 0.21
```
Positions in Å, forces in eV/Å.


C3H5Cl2N3 | ωB97M-V with the def2-TZVPD basis set

Computed properties:
**Structure (SMILES)**: [H]/N=C1\NNCC1(Cl)Cl

```
13
Properties=species:S:1:pos:R:3:forces:R:3:mulliken_charge:R:1
H -0.47267 -1.64699 2.38517 0.4 0.1 0.5 0.26
N -1.01991 -1.18253 1.68362 -0.1 0.1 -1.7 -0.56
C -0.33074 -0.52803 0.84144 0.9 0.1 2.2 0.17
N 1.03423 -0.08485 0.96504 -2.3 0.3 -3.4 -0.20
N 1.45214 0.32623 -0.42022 0.2 1.3 1.5 -0.43
C 0.33245 0.22468 -1.32926 -1.6 1.4 -0.8 -0.74
C -0.90738 0.18200 -0.39686 -0.6 0.0 0.1 0.59
Cl -2.44239 -0.49221 -1.02571 1.0 -0.6 -0.1 -0.15
Cl -1.45992 1.82695 0.11591 0.9 0.2 0.1 -0.17
H 1.79551 -0.53052 1.42126 0.0 -0.9 0.4 0.26
H 1.30224 1.31800 -0.34167 1.6 0.9 0.8 0.35
H 0.40375 -0.64237 -1.95850 -0.3 -0.4 -0.4 0.32
H 0.31268 1.22964 -1.94024 0.0 -2.3 0.7 0.32
```
Positions in Å, forces in eV/Å.


Values for HOMO energy, eV, ordered as above
-9.24; -10.96; -10.73; -9.90; -10.95; -10.19; -14.49; -9.59
Values for energy above the lowest of the compared OMol25 structures with the same formula, charge and spin, eV, ordered as above
0.7523; 0.0000; 0.9586; 0.7443; 0.2053; 0.6883; 3.1394; 0.0000